Formula: C23H24FN3O2S
Source: the OMol25 dataset
Level of theory: the ωB97M-V functional and the def2-TZVPD basis

2S+1 ... 1
Structure (SMILES) ... O=C1Nc2cc(C(=O)NCCCN3CCCC3)ccc2S/C1=C/c1ccccc1F
Relative energy (zero: lowest compared OMol25 entry of this formula, charge and spin) ... 0.5 kcal per mole
E_HOMO ... -8.01 eV

Last column: natural (NBO) charge in e.
Geometry (Å):
O1 2.060 2.480 2.108  -0.5853
C1 1.086 2.074 1.506  0.6408
N1 1.212 1.755 0.183  -0.6042
C2 0.290 1.236 -0.711  0.2112
C3 0.723 0.783 -1.952  -0.2135
C4 -0.171 0.272 -2.882  -0.1255
C5 0.389 -0.239 -4.173  0.6606
O2 1.415 0.205 -4.655  -0.6315
N2 -0.354 -1.218 -4.736  -0.6380
C6 0.157 -2.038 -5.809  -0.2250
C7 0.671 -3.383 -5.282  -0.4135
C8 -0.420 -4.190 -4.573  -0.2124
N3 -0.943 -3.513 -3.401  -0.4647
C9 -2.158 -4.096 -2.860  -0.2135
C10 -2.345 -3.341 -1.545  -0.4065
C11 -0.907 -3.079 -1.067  -0.4164
C12 -0.025 -3.439 -2.272  -0.2278
C13 -1.531 0.244 -2.580  -0.2051
C14 -1.972 0.693 -1.352  -0.2126
C15 -1.070 1.173 -0.409  -0.2207
S1 -1.687 1.721 1.143  0.3398
C16 -0.229 1.857 2.143  -0.2767
C17 -0.421 1.740 3.469  -0.1236
C18 0.544 1.914 4.548  -0.1547
C19 1.332 3.053 4.703  -0.1204
C20 2.191 3.175 5.779  -0.2358
C21 2.285 2.169 6.726  -0.1805
C22 1.501 1.034 6.607  -0.2903
C23 0.640 0.931 5.534  0.4190
F1 -0.126 -0.179 5.421  -0.3278
H1 2.156 1.865 -0.170  0.4183
H2 1.771 0.827 -2.210  0.2349
H3 -1.004 -1.725 -4.139  0.4320
H4 0.968 -1.487 -6.292  0.2366
H5 -0.646 -2.205 -6.534  0.1881
H6 1.046 -3.971 -6.121  0.2167
H7 1.503 -3.204 -4.600  0.2077
H8 -1.256 -4.339 -5.263  0.1954
H9 -0.018 -5.186 -4.311  0.1738
H10 -2.988 -3.953 -3.555  0.2010
H11 -2.042 -5.177 -2.673  0.1623
H12 -2.926 -3.914 -0.826  0.2148
H13 -2.857 -2.398 -1.729  0.2050
H14 -0.777 -2.035 -0.785  0.2182
H15 -0.653 -3.695 -0.206  0.2127
H16 0.742 -2.686 -2.456  0.2052
H17 0.474 -4.409 -2.109  0.1698
H18 -2.246 -0.107 -3.307  0.2240
H19 -3.022 0.680 -1.102  0.2236
H20 -1.412 1.442 3.796  0.2230
H21 1.258 3.844 3.976  0.2289
H22 2.794 4.065 5.879  0.2169
H23 2.963 2.265 7.560  0.2166
H24 1.546 0.234 7.330  0.2294

---

Formula: C23H24FN3O4S2
Source: the OMol25 dataset
Level of theory: the ωB97M-V functional and the def2-TZVPD basis

2S+1 ... 1
Structure (SMILES) ... Cc1nc(-c2ccc(F)cc2)c(CC(=O)Nc2ccc(C)c(S(=O)(=O)N3CCOCC3)c2)s1
Relative energy (zero: lowest compared OMol25 entry of this formula, charge and spin) ... 0.4 kcal per mole
E_HOMO ... -8.49 eV

Last column: natural (NBO) charge in e.
Geometry (Å):
C1 -3.765 -4.411 0.330  -0.6606
C2 -3.887 -2.938 0.392  0.1150
N1 -4.981 -2.282 0.346  -0.4374
C3 -4.811 -0.931 0.432  0.1073
C4 -6.001 -0.080 0.412  -0.0777
C5 -7.061 -0.430 -0.423  -0.1567
C6 -8.204 0.342 -0.469  -0.2775
C7 -8.283 1.465 0.335  0.4054
F1 -9.396 2.227 0.294  -0.3237
C8 -7.258 1.822 1.192  -0.2827
C9 -6.117 1.042 1.229  -0.1809
C10 -3.505 -0.526 0.530  -0.1931
C11 -2.945 0.857 0.534  -0.5241
C12 -1.860 0.974 -0.537  0.6928
O1 -2.085 1.415 -1.638  -0.5882
N2 -0.650 0.517 -0.108  -0.6281
C13 0.542 0.402 -0.827  0.2179
C14 0.662 0.735 -2.174  -0.2365
C15 1.878 0.591 -2.816  -0.1820
C16 3.012 0.125 -2.155  0.0120
C17 4.323 -0.016 -2.853  -0.6504
C18 2.870 -0.197 -0.811  -0.3290
S1 4.258 -0.789 0.154  2.3181
O2 4.894 -1.900 -0.492  -0.9405
O3 3.802 -0.981 1.506  -0.9539
N3 5.298 0.528 0.023  -0.6776
C19 6.715 0.228 0.107  -0.2623
C20 7.159 0.109 1.566  -0.0892
O4 6.834 1.279 2.286  -0.5234
C21 5.441 1.506 2.280  -0.0957
C22 4.917 1.659 0.847  -0.2588
C23 1.666 -0.069 -0.152  -0.2345
S2 -2.459 -1.919 0.536  0.3447
H1 -4.759 -4.848 0.281  0.2440
H2 -3.245 -4.788 1.209  0.2311
H3 -3.197 -4.707 -0.551  0.2326
H4 -6.973 -1.314 -1.034  0.2321
H5 -9.030 0.087 -1.115  0.2315
H6 -7.362 2.693 1.820  0.2304
H7 -5.329 1.292 1.923  0.2146
H8 -2.534 1.112 1.515  0.2202
H9 -3.740 1.560 0.280  0.2635
H10 -0.594 0.166 0.839  0.4006
H11 -0.198 1.101 -2.709  0.2614
H12 1.950 0.849 -3.862  0.2175
H13 4.192 0.028 -3.931  0.2174
H14 4.995 0.784 -2.546  0.2315
H15 4.789 -0.958 -2.577  0.2488
H16 6.878 -0.710 -0.424  0.2421
H17 7.261 1.038 -0.388  0.2045
H18 8.242 -0.001 1.639  0.1987
H19 6.665 -0.762 2.021  0.1747
H20 5.279 2.422 2.851  0.1951
H21 4.920 0.668 2.761  0.1923
H22 3.828 1.723 0.843  0.2195
H23 5.336 2.561 0.390  0.2081
H24 1.624 -0.349 0.890  0.2394

---

Formula: C23H24I2N5O2RuS
Source: the OMol25 dataset
Level of theory: the ωB97M-V functional and the def2-TZVPD basis

Net charge ... +2
2S+1 ... 2
Relative energy (zero: lowest compared OMol25 entry of this formula, charge and spin) ... 0.0 kcal per mole
⟨S²⟩ ... 0.75
E_HOMO (alpha / beta) ... -12.79 / -12.77 eV

Last column: natural (NBO) charge in e.
Geometry (Å):
Ru1 -0.298 0.303 0.039  0.8915
I1 3.245 -3.653 5.267  0.2305
C1 2.117 -2.336 4.116  -0.1766
C2 0.739 -2.268 4.290  -0.2329
C3 -0.007 -1.386 3.524  -0.2317
I2 -2.089 -1.386 3.644  0.1833
C4 0.607 -0.537 2.606  0.3294
O1 -0.096 0.397 1.937  -0.6471
C5 1.984 -0.660 2.390  -0.1353
C6 2.611 0.155 1.286  -0.2274
N1 1.831 -0.107 0.033  -0.5701
C7 2.460 0.270 -1.243  -0.2630
C8 1.504 -0.087 -2.356  0.2117
C9 1.952 -0.369 -3.633  -0.2241
C10 1.037 -0.728 -4.609  -0.1065
C11 -0.301 -0.820 -4.264  -0.2309
C12 -0.680 -0.524 -2.970  0.0718
N2 0.195 -0.147 -2.024  -0.4638
C13 2.732 -1.550 3.150  -0.2027
H1 0.248 -2.910 5.008  0.2518
H2 3.650 -0.140 1.127  0.2217
H3 2.596 1.220 1.515  0.2174
H4 1.739 -1.122 0.021  0.4031
H5 3.421 -0.232 -1.372  0.2333
H6 2.660 1.341 -1.259  0.2294
H7 3.010 -0.316 -3.852  0.2478
H8 1.366 -0.949 -5.615  0.2524
H9 -1.050 -1.118 -4.983  0.2546
H10 -1.717 -0.583 -2.674  0.2266
H11 3.800 -1.630 2.986  0.2361
C14 -5.461 0.917 0.470  -0.4125
N3 -4.457 1.978 0.402  -0.3041
C15 -4.665 3.305 0.724  -0.0183
C16 -3.500 3.947 0.557  -0.0620
N4 -2.566 3.002 0.114  -0.3521
C17 -3.181 1.800 0.046  0.2897
S1 -2.550 0.281 -0.397  0.0075
C18 -1.219 3.341 -0.186  0.4008
C19 -0.995 4.664 -0.553  -0.2437
C20 0.293 5.142 -0.652  -0.1019
C21 1.329 4.276 -0.350  -0.2234
C22 1.017 2.968 -0.066  0.0693
N5 -0.226 2.450 -0.030  -0.4040
H12 -6.410 1.370 0.739  0.2417
H13 -5.171 0.189 1.224  0.2382
H14 -5.553 0.431 -0.498  0.2368
H15 -5.619 3.666 1.065  0.2629
H16 -3.242 4.968 0.762  0.2592
H17 -1.831 5.312 -0.762  0.2494
H18 0.477 6.170 -0.934  0.2562
H19 2.361 4.596 -0.352  0.2545
H20 1.801 2.276 0.166  0.2006
C23 0.047 -2.991 -0.223  -0.2550
O2 -0.516 -1.787 0.334  -0.7146
H21 -0.748 -3.656 -0.553  0.2173
H22 0.669 -3.485 0.524  0.2095
H23 0.645 -2.710 -1.088  0.1888
H24 -1.182 -1.984 1.013  0.5285

---

Formula: C23H24N2O3
Source: the OMol25 dataset
Level of theory: the ωB97M-V functional and the def2-TZVPD basis

2S+1 ... 1
Structure (SMILES) ... CCc1ccc2c(c1CCC(=O)Nc1ccccc1)C(=O)C=C(CNC)C2=O
Relative energy (zero: lowest compared OMol25 entry of this formula, charge and spin) ... 320.2 kcal per mole
E_HOMO ... -8.50 eV

Last column: natural (NBO) charge in e.
Geometry (Å):
C1 4.205 -1.765 0.164  -0.6249
C2 3.735 -1.552 -1.375  -0.4510
C3 2.117 -1.629 -1.381  0.0216
C4 1.498 -2.787 -0.518  -0.2233
C5 -0.041 -2.941 -0.434  -0.1804
C6 -0.909 -1.917 -1.198  -0.1101
C7 -0.293 -0.741 -2.050  -0.0927
C8 1.244 -0.592 -2.162  0.0142
C9 1.928 0.560 -3.025  -0.4597
C10 2.406 1.847 -2.181  -0.4947
C11 1.920 1.877 -0.660  0.6813
O1 2.822 2.054 0.226  -0.5773
N1 0.528 1.764 -0.197  -0.6862
C12 0.505 1.912 1.273  0.1719
C13 0.123 3.335 1.838  -0.2492
C14 0.130 3.550 3.376  -0.2163
C15 0.503 2.361 4.325  -0.2321
C16 0.848 0.940 3.785  -0.2188
C17 0.840 0.724 2.248  -0.2215
C18 -1.360 0.259 -2.739  0.5438
O2 -1.172 0.833 -3.841  -0.5282
C19 -2.711 0.460 -1.871  -0.2609
C20 -3.273 -0.595 -1.075  -0.0567
C21 -4.582 -0.239 -0.227  -0.2524
N2 -5.055 -1.309 0.689  -0.6484
C22 -4.462 -1.218 2.056  -0.4333
C23 -2.523 -1.994 -1.112  0.5358
O3 -3.057 -3.131 -1.122  -0.5244
H1 5.163 -1.164 0.398  0.2277
H2 3.410 -1.366 0.904  0.2225
H3 4.355 -2.874 0.437  0.2073
H4 4.175 -2.366 -2.052  0.2332
H5 4.030 -0.490 -1.672  0.2216
H6 2.133 -3.522 0.071  0.2361
H7 -0.526 -3.753 0.197  0.2458
H8 1.308 0.920 -3.918  0.2644
H9 2.881 0.090 -3.488  0.2303
H10 3.561 1.834 -2.167  0.2490
H11 2.098 2.817 -2.698  0.2410
H12 -0.108 2.418 -0.674  0.3990
H13 -0.146 4.161 1.097  0.2209
H14 -0.119 4.577 3.794  0.2285
H15 0.505 2.569 5.454  0.2262
H16 1.121 0.087 4.486  0.2336
H17 1.082 -0.300 1.774  0.2378
H18 -3.186 1.493 -1.922  0.2364
H19 -5.463 0.141 -0.877  0.2230
H20 -4.307 0.666 0.442  0.2184
H21 -4.917 -2.254 0.310  0.3826
H22 -3.448 -0.683 2.084  0.1869
H23 -4.283 -2.301 2.428  0.2026
H24 -5.232 -0.761 2.782  0.1991